{"formula": "C17H26AlN4O6", "method": "ωB97M-V/def2-TZVPD", "charge": 1, "symbols": ["Al", "C", "O", "C", "C", "C", "C", "C", "C", "O", "C", "O", "C", "H", "H", "H", "H", "H", "H", "H", "H", "H", "N", "C", "C", "C", "C", "N", "C", "N", "N", "C", "O", "O", "H", "H", "H", "H", "H", "H", "H", "H", "H", "H", "H", "H", "H", "H", "C", "C", "O", "H", "H", "H"], "xyz": [[-1.17091, 1.16481, 0.39983], [5.56804, 1.26633, 0.42564], [5.12154, 1.09159, 1.76595], [3.80902, 0.99439, 1.99634], [3.44761, 0.85895, 3.35462], [2.13240, 0.76107, 3.68206], [1.10431, 0.79478, 2.70410], [-0.27102, 0.71428, 3.07835], [-0.71951, 0.50602, 4.49159], [-1.20510, 0.83614, 2.24069], [1.48530, 0.93538, 1.33988], [0.61491, 0.97357, 0.34863], [2.84142, 1.02471, 1.00720], [6.64920, 1.33670, 0.48058], [5.16174, 2.18440, -0.00174], [5.28763, 0.41069, -0.19142], [4.22754, 0.84405, 4.10184], [1.86981, 0.67160, 4.72579], [0.01384, 0.01956, 5.12448], [-1.63789, -0.07696, 4.47290], [-0.96181, 1.48164, 4.92036], [3.09100, 1.14061, -0.03659], [-1.13519, 1.33151, -1.66795], [-2.03644, 0.33106, -2.25335], [-1.39116, -0.52741, -3.35226], [0.02277, -1.07795, -3.10638], [0.30250, -1.80409, -1.78349], [-0.75741, -2.71035, -1.33770], [-1.28465, -3.70276, -2.04183], [-0.56765, -4.30145, -2.99893], [-2.52907, -4.08661, -1.77404], [-2.59463, -0.56740, -1.14215], [-3.39033, -1.45049, -1.41051], [-2.10549, -0.36691, 0.04726], [-1.47900, 2.29727, -1.77356], [-0.19028, 1.26497, -2.02506], [-2.90090, 0.83162, -2.69241], [-1.34870, 0.06212, -4.26952], [-2.08334, -1.34717, -3.55122], [0.76746, -0.27968, -3.17744], [0.24634, -1.73868, -3.94637], [0.42003, -1.08658, -0.97221], [1.25402, -2.33784, -1.84953], [-1.29817, -2.40002, -0.54090], [0.43123, -4.19540, -3.02909], [-0.98887, -4.97918, -3.60943], [-3.16199, -3.37570, -1.40839], [-2.91407, -4.91295, -2.19750], [-2.71925, 3.57419, 1.67204], [-2.15432, 2.95744, 0.41833], [-2.30279, 3.55284, -0.64768], [-3.17487, 4.54210, 1.46622], [-1.93396, 3.67689, 2.42546], [-3.46087, 2.89231, 2.09855]], "lowdin_charge": [0.131, -0.052, -0.046, -0.263, 0.013, -0.003, -0.082, -0.275, 0.029, 0.069, -0.243, -0.009, 0.067, 0.099, 0.101, 0.097, 0.127, 0.113, 0.079, 0.102, 0.113, 0.116, 0.110, -0.212, -0.116, -0.158, -0.132, 0.105, -0.437, 0.224, 0.223, -0.528, 0.059, 0.051, 0.097, 0.114, 0.170, 0.127, 0.117, 0.116, 0.107, 0.107, 0.125, 0.140, 0.125, 0.131, 0.104, 0.131, -0.061, -0.346, -0.020, 0.082, 0.076, 0.086]}


{"formula": "C17H26AsBCl2N9ORb", "method": "ωB97M-V/def2-TZVPD", "e_above_lowest_kj_mol": 63.5, "symbols": ["Rb", "C", "C", "N", "N", "C", "B", "N", "C", "C", "C", "N", "N", "C", "C", "C", "N", "H", "H", "H", "H", "H", "H", "H", "H", "H", "H", "Cl", "C", "Cl", "H", "H", "C", "As", "C", "C", "O", "H", "H", "H", "H", "H", "H", "H", "H", "H", "N", "C", "C", "N", "C", "C", "N", "H", "H", "H", "H", "H"], "xyz": [[-0.05766, -0.18611, 0.08330], [-4.56930, 0.65238, -1.71412], [-3.44969, -0.17753, -1.56803], [-2.62128, 0.28275, -0.64258], [-3.18139, 1.42178, -0.17023], [-4.34822, 1.65659, -0.79723], [-2.69364, 2.19652, 1.09278], [-1.38807, 3.02785, 0.92029], [-1.32685, 4.36245, 1.07889], [-0.00598, 4.75244, 1.06920], [0.68681, 3.54756, 0.90332], [-0.14013, 2.51452, 0.81692], [-2.59366, 1.25052, 2.31555], [-3.38127, 1.29422, 3.40313], [-3.02120, 0.26969, 4.24946], [-1.97533, -0.36333, 3.56793], [-1.71504, 0.22525, 2.40928], [-5.42396, 0.52331, -2.35550], [-3.21244, -1.09321, -2.08960], [-4.93652, 2.51663, -0.52745], [-3.55661, 3.00381, 1.33289], [-2.23476, 4.92910, 1.19193], [0.39020, 5.74698, 1.17205], [1.75301, 3.38563, 0.83122], [-4.14217, 2.05081, 3.48598], [-3.44990, 0.01794, 5.20259], [-1.40852, -1.23388, 3.86193], [1.59566, -0.18389, -2.37689], [2.66373, -0.35020, -3.77452], [4.16029, -1.20810, -3.39165], [2.91774, 0.64693, -4.11645], [2.12989, -0.90879, -4.53498], [1.75880, -0.74833, 3.45488], [2.42402, -1.79547, 1.99288], [3.24470, -3.34983, 2.74727], [3.83226, -0.76087, 1.20103], [1.25299, -2.17066, 0.88016], [2.59154, -0.42317, 4.07832], [1.07103, -1.35525, 4.04112], [1.21824, 0.11927, 3.07398], [4.03110, -3.07083, 3.44698], [3.66024, -3.94155, 1.93279], [2.47822, -3.92878, 3.26051], [4.63749, -0.59085, 1.91453], [3.42945, 0.19910, 0.87630], [4.20333, -1.30097, 0.33034], [-4.08282, 3.22254, -4.20417], [-2.87671, 3.39531, -3.55464], [-1.95475, 2.33596, -3.46051], [-0.78383, 2.48716, -2.88306], [-0.51158, 3.69601, -2.37492], [-1.41691, 4.72990, -2.47179], [-2.60644, 4.59401, -3.06185], [-4.46966, 2.29468, -4.14070], [-4.74621, 3.95210, -3.99322], [-2.20034, 1.36060, -3.86365], [0.43456, 3.82988, -1.87071], [-1.18193, 5.69942, -2.05038]], "lowdin_charge": [0.864, -0.092, -0.187, -0.068, -0.035, -0.102, -0.519, -0.039, -0.105, -0.080, -0.200, -0.045, -0.045, -0.094, -0.073, -0.184, -0.016, 0.087, 0.103, 0.117, 0.113, 0.116, 0.088, 0.097, 0.114, 0.085, 0.090, 0.462, -0.993, 0.516, 0.031, 0.031, -0.198, 0.913, -0.205, -0.199, -0.732, 0.044, 0.036, 0.031, 0.040, 0.043, 0.043, 0.042, 0.037, 0.040, 0.121, -0.389, -0.101, 0.085, -0.151, -0.129, 0.125, 0.074, 0.091, 0.109, 0.091, 0.103]}


{"formula": "C17H26AsN6OS6W", "method": "ωB97M-V/def2-TZVPD", "e_above_lowest_kj_mol": 0.0, "charge": -1, "symbols": ["W", "C", "C", "N", "C", "C", "N", "C", "C", "N", "H", "H", "H", "H", "H", "H", "H", "H", "H", "H", "H", "H", "H", "H", "H", "S", "C", "C", "C", "C", "C", "C", "S", "H", "H", "H", "H", "S", "As", "S", "S", "S", "C", "N", "C", "C", "C", "N", "C", "O", "N", "H", "H", "H", "H", "H", "H", "H"], "xyz": [[0.77764, 1.20916, -0.90045], [-4.12038, 0.02869, 0.47984], [-3.27203, -0.94824, 1.31716], [-2.05550, -1.28964, 0.64475], [-2.11564, -2.05846, -0.55416], [-1.13331, -1.58612, -1.62513], [-1.01646, -0.10494, -1.77450], [-2.36703, 0.45447, -2.14790], [-3.07012, 1.50044, -1.28826], [-3.37470, 1.17328, 0.07209], [-4.49679, -0.48326, -0.41097], [-5.01482, 0.29476, 1.06276], [-3.00971, -0.44984, 2.25254], [-3.89046, -1.82510, 1.58400], [-1.19557, -1.27700, 1.16462], [-1.92189, -3.13764, -0.41313], [-3.13629, -2.00219, -0.93646], [-0.15076, -1.98342, -1.40459], [-1.43538, -2.00846, -2.59111], [-0.52530, -0.02061, -2.69132], [-2.23592, 0.93516, -3.12017], [-3.03554, -0.39344, -2.31979], [-2.46029, 2.39882, -1.28082], [-3.96906, 1.75917, -1.87848], [-3.23819, 1.91183, 0.73634], [2.54215, 1.63322, 0.58364], [1.85506, 2.21721, 2.08646], [2.65707, 2.42711, 3.21116], [2.10353, 2.88760, 4.39212], [0.73665, 3.15613, 4.46024], [-0.05830, 2.96542, 3.34439], [0.49316, 2.48921, 2.15292], [-0.50243, 2.25610, 0.72421], [3.72007, 2.22518, 3.14394], [2.73268, 3.04373, 5.26006], [0.29854, 3.51842, 5.38216], [-1.11949, 3.18343, 3.38390], [0.23801, 0.42457, -4.83548], [1.19575, 2.19581, -4.05026], [2.58861, 1.49052, -2.46816], [-0.10042, 2.85128, -2.35133], [1.86287, 3.63128, -5.39362], [2.63559, -2.58341, 2.30629], [2.56549, -2.30764, 0.87922], [3.32668, -2.96668, -0.02823], [3.20908, -2.73073, -1.34321], [2.29297, -1.70272, -1.76352], [1.64327, -0.97304, -0.85231], [1.63521, -1.35845, 0.46647], [0.84561, -0.89349, 1.26374], [2.09182, -1.51183, -3.05636], [3.53814, -3.15716, 2.50523], [1.76153, -3.14426, 2.63627], [2.66661, -1.64234, 2.85143], [4.01851, -3.69586, 0.37171], [3.80148, -3.26460, -2.06933], [2.65877, -2.01812, -3.71351], [1.52915, -0.74332, -3.45709]], "lowdin_charge": [0.518, -0.231, -0.221, -0.060, -0.222, -0.196, -0.175, -0.216, -0.264, -0.098, 0.102, 0.104, 0.114, 0.102, 0.080, 0.112, 0.098, 0.076, 0.123, -0.059, 0.080, 0.103, 0.031, 0.115, 0.074, 0.571, -0.659, -0.134, -0.119, -0.118, -0.130, -0.647, 0.603, 0.092, 0.089, 0.089, 0.093, -0.035, -0.404, 0.034, 0.086, -0.145, -0.006, -0.039, -0.051, 0.006, -0.405, -0.010, -0.565, 0.009, 0.150, 0.087, 0.097, 0.099, 0.128, 0.108, 0.115, -0.084]}


{"formula": "C17H26BCl2F3ILi2N3O13PS", "method": "ωB97M-V/def2-TZVPD", "charge": 1, "symbols": ["C", "C", "C", "N", "N", "C", "C", "O", "C", "C", "O", "C", "C", "C", "B", "O", "O", "P", "O", "I", "O", "C", "C", "C", "N", "C", "O", "H", "H", "H", "H", "H", "H", "H", "H", "H", "H", "H", "H", "H", "H", "H", "H", "H", "H", "H", "H", "H", "H", "H", "C", "F", "F", "F", "S", "O", "O", "O", "Li", "C", "Cl", "Cl", "H", "H", "C", "O", "O", "O", "H", "Li"], "xyz": [[2.21565, 0.90391, 4.01662], [1.99793, 1.66677, 2.73657], [2.43122, 1.08011, 1.30372], [1.39002, 1.07797, 0.16194], [1.75953, 2.14476, -0.55831], [1.63529, 3.51512, -0.02918], [2.93341, 4.36227, 0.60943], [0.51492, 4.29361, -0.07724], [1.83827, 2.23493, -1.99792], [0.57252, 2.45595, -3.07102], [3.05706, 2.23726, -2.60937], [-0.04380, 1.24527, 0.60929], [-0.74375, -0.00826, 1.38964], [-2.02312, -0.70217, 0.65069], [-3.27302, 0.26747, 0.25464], [-4.65265, -0.25757, 0.55771], [-3.23805, 1.58141, -0.41184], [-1.25121, 0.50547, 3.20446], [-2.32763, -0.72783, 3.89538], [-2.57059, 2.56567, 3.27755], [0.21117, -1.13743, 1.64682], [0.92204, -1.53853, 0.45074], [1.40511, -0.28938, -0.55820], [2.85982, -0.78737, -1.10679], [0.30360, -0.42128, -1.63244], [0.63970, -1.26963, -2.63423], [1.03220, -2.11313, -3.61720], [2.21175, -0.27483, 3.95702], [2.36902, 1.54004, 4.98646], [1.47063, 2.73458, 2.82289], [2.86637, -0.00808, 1.53420], [3.42055, 1.65943, 0.96081], [3.04494, 5.33179, -0.07571], [3.93990, 3.76002, 0.45304], [2.74901, 4.71048, 1.71069], [0.55627, 3.56750, -3.45083], [0.74667, 1.77570, -4.03678], [-0.46866, 2.21006, -2.59724], [-0.24932, 2.16235, 1.34679], [-0.64313, 1.61098, -0.36069], [-2.45045, -1.51180, 1.41897], [-1.76000, -1.34228, -0.31344], [-4.95244, -0.66278, -0.33098], [-3.12408, 2.33942, 0.23897], [-3.16654, -0.27282, 4.26142], [1.91259, -2.10147, 0.80937], [0.28465, -2.34942, -0.10196], [3.78302, -0.56291, -0.39556], [3.18658, -0.31697, -2.15407], [2.92707, -1.97072, -1.26410], [0.93337, -5.76481, -5.06202], [2.07356, -5.15973, -4.59747], [0.12247, -4.74698, -5.49646], [1.30850, -6.44893, -6.19040], [0.11474, -6.85598, -3.78483], [-0.21448, -5.96766, -2.66163], [1.11498, -7.87550, -3.43955], [-1.07267, -7.41378, -4.44625], [2.04756, 2.32773, 6.27810], [-4.97488, 4.70164, 0.13778], [-3.39926, 4.96732, 0.89387], [-4.90159, 4.99295, -1.60431], [-5.28383, 3.66824, 0.31298], [-5.70265, 5.38476, 0.58241], [-0.96766, -4.54155, 2.28202], [-0.61515, -4.01909, 3.36680], [-0.63567, -3.76832, 1.25804], [-1.55163, -5.61971, 2.03221], [-0.24313, -3.10308, 1.85918], [-4.40265, 0.32878, 2.39878]], "lowdin_charge": [0.008, -0.113, -0.061, -0.145, -0.066, -0.220, -0.010, 0.012, -0.233, -0.007, 0.028, -0.068, -0.493, -0.041, -0.509, -0.048, 0.036, 0.633, -0.379, 0.603, -0.200, -0.090, -0.302, -0.026, 0.117, -0.013, 0.121, 0.132, -0.023, 0.122, 0.161, 0.172, 0.126, 0.099, 0.093, 0.111, 0.123, 0.076, 0.093, 0.165, 0.153, 0.166, 0.178, 0.028, 0.044, 0.176, 0.158, 0.112, 0.118, 0.150, -0.586, 0.059, 0.060, 0.079, 0.466, -0.371, -0.351, -0.352, 0.882, -1.008, 0.462, 0.554, 0.021, 0.040, -0.879, -0.082, 0.015, -0.006, 0.042, 0.688]}


Record order is preserved below.
LUMO energy: -2.593; 0.035; 2.126; -6.436 eV
Record order is preserved below.
Gap between HOMO and LUMO: 8.000; 8.299; 6.178; 1.387 eV